Record 1
110
Properties=species:S:1:pos:R:3:forces:R:3 method="wB97M-V/def2-TZVPD" de_lowest_kcal_mol=30.34 spin_multiplicity=6 charge=-1 max_force_ev_per_a=5.06 homo_lumo_gap_ev="5.73 / 3.61" total_energy_ev=-154818.543
Ir 0.6472 -1.1661 -0.4724 0.382 -0.700 4.328
C 1.3678 -5.5990 -0.0451 0.730 1.869 -1.377
Si 1.9451 -4.5145 1.4083 -0.682 -1.824 1.299
C 3.2843 -5.7450 2.1163 0.685 0.940 0.403
C 0.5521 -4.3911 2.7102 0.516 -0.379 0.016
C 2.6290 -2.8185 1.1100 0.862 -0.099 0.357
C 3.1483 -2.6253 -0.2364 0.070 1.315 -1.223
C 4.4100 -3.0901 -0.6381 0.334 0.372 -0.320
C 4.8414 -2.8053 -1.9180 0.434 1.798 -1.533
C 4.1268 -1.8425 -2.7179 0.652 -1.141 -1.142
C 2.8754 -1.4686 -2.3304 -0.704 -1.512 1.070
N 2.3763 -1.8971 -1.1165 2.598 -0.898 -0.901
Si 3.4638 -1.7661 2.4826 0.649 0.374 2.272
C 5.3588 -2.4168 2.7370 -0.670 0.578 0.361
C 2.6899 -1.7321 4.2454 0.265 -1.730 -0.125
C 3.5933 0.0914 2.4100 -0.755 0.207 -1.273
H 0.9543 -6.4993 0.3478 -0.284 -0.711 0.393
H 2.2408 -5.8526 -0.7121 -0.859 0.199 0.572
H 0.5952 -5.0835 -0.6573 0.421 -0.388 0.240
H 4.1283 -5.8911 1.3850 -0.693 0.147 0.746
H 2.8374 -6.7277 2.3237 -0.064 0.251 -0.225
H 3.6973 -5.3847 3.1044 -0.214 -0.296 -1.036
H -0.0680 -5.3116 2.7317 0.353 0.459 -0.057
H -0.0826 -3.5294 2.4938 0.009 0.014 0.117
H 1.0132 -4.2645 3.7149 -0.402 -0.001 -0.594
H 5.1145 -3.5252 0.0713 -0.576 -0.421 -0.180
H 5.7885 -3.1857 -2.3493 -0.591 0.193 0.669
H 4.3913 -1.4994 -3.7662 0.231 -0.782 1.514
H 2.1587 -1.0686 -3.0669 0.355 0.325 0.874
H 5.3138 -3.4561 3.1427 0.222 0.776 -0.128
H 5.8583 -1.6938 3.4901 -0.837 -1.255 -1.128
H 5.9739 -2.4350 1.8138 -0.337 0.103 0.496
H 2.2568 -2.7060 4.5144 -0.179 0.275 0.137
H 1.9395 -0.9512 4.3564 -0.133 -0.057 -0.298
H 3.4797 -1.5756 4.9995 0.012 0.113 -0.424
H 4.1666 0.2690 1.5129 0.617 0.850 -0.244
H 4.0684 0.4932 3.3257 -0.117 -0.361 -0.583
H 2.6066 0.5868 2.2298 0.772 -0.430 0.316
C -5.2040 -1.9748 -1.8702 -0.542 1.796 -0.101
C -3.8076 -2.0134 -2.4635 -0.249 -0.507 1.968
C -3.5220 -2.7477 -3.5848 0.146 -0.635 -0.097
C -2.1773 -2.9411 -3.9432 -0.448 -1.361 -2.234
C -1.8190 -3.6773 -5.2703 -1.039 1.960 0.117
C -1.1340 -2.4153 -3.2558 0.220 0.607 1.658
C -1.4323 -1.5510 -2.1419 -0.265 1.065 -1.529
C -2.7707 -1.4542 -1.7025 0.393 1.251 0.235
N -0.4648 -0.5691 -1.7687 -2.705 2.237 -3.638
C -0.5446 0.9095 -2.3260 0.060 -2.356 -0.390
C -1.7376 1.6012 -1.7963 -1.705 -1.468 2.091
C -1.8234 3.0181 -2.1848 0.661 1.745 -1.591
C -2.0480 3.1588 -3.7339 0.407 -2.416 0.795
C -0.8369 2.3884 -4.3129 0.553 -0.352 -2.105
C 0.4919 3.1022 -3.9971 -0.578 1.410 0.668
C 0.7315 3.0621 -2.4793 -0.551 -0.867 -0.254
C -0.4844 3.6911 -1.8046 0.279 1.270 0.690
C 0.7569 1.5948 -2.0028 -0.213 1.143 1.377
C -0.7431 0.8954 -3.8253 -0.410 1.407 -0.268
H -5.3336 -2.5707 -0.9551 0.169 -0.303 -0.567
H -5.9582 -2.2000 -2.6522 0.272 -0.097 0.670
H -5.4248 -0.9242 -1.4903 0.211 -1.035 -0.634
H -4.3361 -3.3217 -4.0543 0.508 0.498 -0.167
H -1.1767 -2.9862 -5.8634 -0.247 -0.647 0.358
H -2.7315 -3.8237 -5.8740 0.365 -0.188 0.290
H -1.3210 -4.5991 -5.0992 0.473 -0.864 0.077
H -0.1096 -2.7199 -3.5486 -0.550 0.816 0.233
H -3.0185 -0.7653 -0.8285 0.527 -1.109 -1.186
H -1.7219 1.5582 -0.6664 -0.293 -0.318 -0.989
H -2.5792 1.0025 -2.2506 0.247 0.753 0.988
H -2.5767 3.5637 -1.6558 -0.772 0.043 0.417
H -2.0159 4.1792 -4.0134 0.015 1.101 -0.431
H -3.0047 2.6942 -4.1291 0.894 0.482 0.776
H -0.9130 2.2986 -5.4465 -0.074 0.328 1.144
H 0.4253 4.2149 -4.2043 0.081 -1.169 -0.469
H 1.3133 2.6494 -4.5497 0.127 0.053 -0.097
H 1.6576 3.6091 -2.2316 -0.320 -0.349 0.106
H -0.4897 4.7721 -2.0270 -0.268 -0.206 -0.256
H -0.3483 3.6907 -0.7023 -0.132 -0.404 -0.453
H 0.8658 1.6105 -0.9007 0.205 -0.180 -0.471
H 1.5606 1.0627 -2.4482 0.912 -0.569 -0.371
H 0.0943 0.4099 -4.2959 0.343 -0.313 -0.503
H -1.6872 0.4506 -4.1440 0.096 -0.523 0.219
O -0.0035 0.2577 3.7841 0.084 1.377 -1.847
Se -0.2332 0.6279 2.1714 -2.629 -3.619 1.164
O -1.8942 0.7350 1.8317 2.780 0.251 0.147
O 0.3483 -0.9342 1.4693 -0.380 1.019 0.839
O 0.7546 1.6270 1.3881 0.037 1.135 0.279
O 2.3652 6.2016 2.7839 -0.032 1.392 0.278
S 2.4252 4.8029 3.2335 1.379 -1.791 -0.904
C 3.0873 4.6926 5.0058 -0.979 0.289 -0.658
C 1.8551 5.1373 5.7545 -1.106 1.634 -0.026
C 0.6257 4.3799 5.1101 0.074 -0.194 2.155
C 0.7378 4.2736 3.6241 0.623 -1.961 -1.235
H 3.9956 5.3145 5.0941 -0.568 -0.188 -0.169
H 3.3214 3.6511 5.2319 0.047 -0.074 -0.323
H 1.7838 6.2706 5.7259 -0.175 -1.199 -0.492
H 1.8310 4.9530 6.8175 0.314 -0.450 0.436
H -0.3248 4.8295 5.4208 0.213 -0.039 0.021
H 0.6735 3.3771 5.5959 -0.265 0.473 -0.564
H 0.0500 4.8644 3.0083 0.345 0.226 0.332
H 0.6662 3.1947 3.1728 0.160 1.842 1.079
N -5.7530 1.6935 0.6551 0.476 -1.199 0.474
C -6.3451 2.7980 0.1702 2.043 0.997 -0.324
O -5.7297 3.5760 -0.5749 -1.869 -0.969 0.929
C -7.6961 3.0771 0.7604 1.441 -0.394 -0.734
C -8.2711 2.1592 1.6019 -2.078 -2.656 1.523
N -8.8115 1.2898 2.1847 1.196 1.777 -0.913
C -8.2645 4.2916 0.5237 -1.081 2.686 -0.263
N -8.6931 5.3676 0.3826 0.306 -1.127 0.040
H -6.0692 1.0606 1.3980 -0.193 0.769 -0.636
H -4.7749 1.5762 0.4188 -0.035 0.090 -0.070


Record 2
112
Properties=species:S:1:pos:R:3:forces:R:3 method="wB97M-V/def2-TZVPD" de_lowest_kcal_mol=27.94 max_force_ev_per_a=2.26 homo_lumo_gap_ev=8.23 total_energy_ev=-160823.980
Cs 0.0163 -0.1736 -0.7742 1.756 0.470 1.350
Cl -2.9893 -5.6675 1.5154 -0.043 0.093 0.002
C -1.7698 -4.5428 2.0108 -0.018 -0.032 -0.008
C -1.3396 -4.5121 3.3247 0.014 0.034 -0.080
C -0.3281 -3.6245 3.6506 0.021 0.003 -0.023
C 0.2015 -2.8216 2.6529 0.059 0.076 0.101
N -0.2310 -2.8373 1.3956 -0.032 0.162 -0.175
C -1.2097 -3.6781 1.0809 -0.020 -0.174 0.012
H -1.7838 -5.1665 4.0595 -0.023 -0.035 0.045
H 0.0486 -3.5592 4.6615 0.007 0.008 0.024
H 1.0011 -2.1222 2.8708 0.005 0.006 0.005
H -1.5606 -3.6810 0.0566 -0.033 0.024 -0.048
C 5.6529 -0.3127 2.1427 0.003 -0.048 0.078
Si 4.4723 0.1336 3.5249 -0.148 0.016 -0.090
C 5.3793 1.2317 4.7385 0.020 -0.094 -0.026
C 3.9393 -1.4230 4.4214 0.069 0.007 -0.022
As 2.5342 0.9888 2.4920 -0.072 0.094 0.040
Si 1.1694 1.5838 4.3271 0.158 -0.038 -0.132
C -0.0993 2.8459 3.7901 -0.054 -0.015 -0.006
C 2.0742 2.2664 5.8197 -0.077 -0.050 0.000
C 0.2698 0.0202 4.8332 -0.053 0.088 0.018
Si 3.2356 3.0526 1.5820 -0.036 -0.137 0.086
C 4.1985 2.6287 0.0313 -0.042 0.016 0.024
C 1.7125 4.0435 1.1297 0.051 0.021 -0.034
C 4.3155 4.1127 2.6858 -0.018 0.029 -0.106
H 6.4902 -0.8870 2.5436 0.052 -0.034 0.006
H 6.0621 0.5746 1.6642 0.037 0.105 -0.041
H 5.1662 -0.9117 1.3746 -0.048 -0.051 -0.041
H 6.2483 0.6734 5.0956 0.057 -0.002 0.042
H 4.7789 1.5011 5.6027 -0.078 0.007 0.070
H 5.7405 2.1481 4.2814 0.040 0.097 -0.066
H 4.8187 -1.9531 4.7917 0.037 -0.049 0.028
H 3.3936 -2.0962 3.7609 -0.025 -0.050 -0.056
H 3.3046 -1.2010 5.2781 -0.061 0.046 0.081
H 0.3142 3.8519 3.7602 0.040 0.082 0.015
H -0.9099 2.8422 4.5226 -0.054 0.022 0.061
H -0.5344 2.6266 2.8152 -0.018 -0.050 -0.050
H 2.7844 3.0487 5.5609 0.052 0.078 -0.045
H 2.6088 1.4879 6.3620 0.049 -0.065 0.031
H 1.3347 2.6938 6.5001 -0.023 0.027 0.070
H -0.4464 -0.2785 4.0675 -0.039 -0.021 -0.063
H -0.2812 0.1914 5.7603 -0.041 0.002 0.050
H 0.9491 -0.8141 4.9963 0.085 -0.070 0.037
H 3.6767 1.8933 -0.5805 -0.037 -0.018 -0.028
H 5.1780 2.2180 0.2681 0.103 -0.033 0.044
H 4.3516 3.5249 -0.5738 0.013 0.053 -0.045
H 0.8822 3.4184 0.8113 -0.065 -0.073 -0.057
H 1.9557 4.7150 0.3030 0.001 0.052 -0.037
H 1.3689 4.6506 1.9652 -0.005 0.049 0.063
H 5.3233 3.7123 2.7688 0.094 -0.037 0.012
H 3.9108 4.2293 3.6890 -0.065 0.000 0.084
H 4.3904 5.1055 2.2362 0.031 0.064 0.003
Te 1.4124 2.6082 -2.6202 0.178 0.097 -0.076
C 1.9664 4.3752 -3.6123 -0.012 0.055 -0.021
C 2.9188 4.3445 -4.6248 -0.010 0.014 -0.019
C 3.2617 5.5136 -5.2885 0.025 -0.050 -0.014
C 2.6595 6.7132 -4.9425 0.005 0.039 -0.013
C 1.7168 6.7483 -3.9274 -0.026 0.000 0.039
C 1.3714 5.5818 -3.2593 0.031 0.013 -0.019
C -0.1184 1.9725 -3.9151 -0.004 -0.053 0.131
C -1.3421 2.6324 -3.9332 -0.033 0.024 -0.007
C -2.3999 2.1047 -4.6540 0.000 0.035 0.016
C -2.2483 0.9083 -5.3373 -0.028 -0.015 -0.059
C -1.0288 0.2564 -5.3289 0.037 -0.014 -0.023
C 0.0406 0.7883 -4.6231 0.043 -0.064 0.016
H 3.3863 3.4083 -4.8987 0.007 -0.017 -0.004
H 3.9991 5.4844 -6.0791 0.023 0.002 -0.024
H 2.9259 7.6221 -5.4639 0.013 0.033 -0.019
H 1.2466 7.6832 -3.6539 -0.011 0.030 0.008
H 0.6386 5.6103 -2.4638 -0.033 -0.003 0.020
H -1.4761 3.5445 -3.3662 0.023 0.023 -0.035
H -3.3575 2.6070 -4.6486 -0.031 0.013 -0.005
H -3.0907 0.4723 -5.8534 -0.029 -0.023 0.008
H -0.9128 -0.6841 -5.8496 -0.001 -0.022 -0.018
H 0.9909 0.2673 -4.6051 -0.003 0.020 -0.016
C -3.6240 4.3337 3.3392 -0.013 0.043 0.022
N -3.9444 3.2494 2.4207 0.121 -0.044 -0.051
C -4.5428 2.1154 3.0899 -0.014 -0.078 0.014
C -3.0159 2.9682 1.4112 -0.108 0.025 0.060
N -2.5034 1.8155 1.1722 -0.049 -0.191 0.122
N -2.6704 4.0531 0.6334 0.083 0.087 0.004
C -1.7756 3.7704 -0.4706 -0.053 -0.257 0.004
C -3.6781 5.0401 0.2900 -0.081 0.099 -0.038
H -4.5356 4.8416 3.6597 -0.012 -0.005 0.005
H -2.9675 5.0535 2.8608 0.015 0.024 -0.001
H -3.1133 3.9500 4.2303 0.004 -0.001 0.010
H -5.4193 2.4560 3.6406 -0.001 0.010 0.004
H -3.8600 1.6391 3.8103 -0.005 -0.008 -0.018
H -4.8660 1.3716 2.3623 -0.018 0.018 0.009
H -2.7914 1.1620 1.8946 0.103 0.021 0.015
H -1.0754 3.0019 -0.1591 0.134 0.168 -0.087
H -1.2471 4.6752 -0.7706 0.006 0.024 0.033
H -2.3299 3.3655 -1.3267 0.031 0.041 0.009
H -4.2907 4.7007 -0.5543 0.002 0.002 -0.009
H -3.1771 5.9652 -0.0002 -0.030 -0.004 0.001
H -4.3395 5.2493 1.1239 0.016 -0.005 -0.027
O -3.8222 -0.8175 -3.1949 -0.165 -0.049 -0.199
C -3.1465 -0.9946 -2.1899 0.134 0.006 0.103
O -1.9020 -0.7720 -2.0251 -1.804 -0.542 -1.001
C -3.8444 -1.5565 -0.9526 -0.172 -0.040 -0.040
C -4.8902 -2.4637 -1.1016 -0.001 0.043 0.012
C -5.5091 -3.0196 0.0062 0.090 0.030 -0.081
C -5.0752 -2.6286 1.2594 0.108 -0.355 0.145
C -4.0678 -1.7013 1.4472 0.056 0.016 -0.091
C -3.4545 -1.1708 0.3255 0.022 -0.059 0.003
N -5.6893 -3.2425 2.4501 -0.495 0.959 -0.124
O -5.2365 -2.9286 3.5348 0.193 -0.329 0.157
O -6.6829 -3.9182 2.2886 0.102 -0.403 0.026
H -5.2081 -2.7225 -2.1022 0.005 -0.002 -0.021
H -6.3030 -3.7449 -0.0859 -0.011 -0.010 0.007
H -3.7751 -1.4234 2.4497 0.010 -0.010 0.008
H -2.6779 -0.4304 0.4415 0.007 -0.017 -0.056